ORCA calculation (the ωB97M-V functional and the def2-TZVPD basis) on a cluster of 7 separate species, C41H91BrN5O3 in total in a non-equilibrium geometry.

Geometry as XYZ:
```
141
Properties=species:S:1:pos:R:3:forces:R:3:lowdin_charge:R:1
O 0.7123 -1.2639 -0.2176 -0.232 0.072 0.428 0.012
C 0.8032 -0.2615 0.7230 0.232 0.435 0.555 -0.810
O 0.8811 -0.6020 1.9243 0.018 -0.099 -0.151 -0.040
O 0.8244 0.9236 0.2923 -0.146 -0.128 -0.552 -0.074
H 0.6345 -2.1002 0.2947 0.047 0.047 -0.526 0.033
C -6.8251 -3.5292 -1.0651 -0.456 -0.176 -0.326 -0.070
C -5.8248 -2.6795 -1.8733 -0.881 0.163 0.153 -0.226
C -4.4890 -3.3581 -2.0086 0.250 0.612 -0.757 -0.096
N -3.6207 -2.7977 -3.1385 -0.329 0.075 0.402 -0.266
C -4.2654 -3.0269 -4.4525 0.315 -0.578 -0.519 0.018
C -2.3044 -3.5102 -3.0616 1.536 -0.025 -0.094 -0.097
C -1.4727 -2.7021 -2.0747 -0.173 -0.439 0.231 -0.191
C -1.8462 -1.2578 -2.3715 0.312 -0.029 -0.114 -0.135
C -3.2582 -1.3390 -2.9902 0.666 0.740 -0.270 -0.079
H -7.5067 -2.9181 -0.4757 0.289 0.104 0.222 0.077
H -6.3573 -4.2836 -0.4348 0.065 0.136 0.142 0.083
H -7.5060 -4.0518 -1.7403 0.265 -0.200 -0.045 0.086
H -5.7703 -1.6862 -1.4199 0.373 -0.053 0.020 0.091
H -6.2772 -2.5241 -2.8518 0.080 0.070 -0.036 0.102
H -4.6072 -4.3891 -2.3340 -0.048 -0.195 0.538 0.147
H -3.8767 -3.2432 -1.1188 -0.090 -0.413 0.149 0.122
H -5.2345 -2.5560 -4.5488 0.003 0.171 0.171 0.103
H -4.3619 -4.1009 -4.6081 -0.108 0.004 0.083 0.126
H -3.5885 -2.6491 -5.2148 -0.086 0.045 -0.052 0.112
H -1.8380 -3.5048 -4.0497 -0.229 0.150 -0.061 0.145
H -2.3475 -4.5494 -2.7398 -0.627 0.002 -0.079 0.151
H -0.4106 -2.9082 -2.1739 -0.005 -0.073 -0.002 0.088
H -1.7289 -3.0522 -1.0715 0.137 0.345 0.103 0.073
H -1.1462 -0.8717 -3.1201 -0.158 -0.083 -0.100 0.107
H -1.6999 -0.5814 -1.5293 -0.413 -0.176 0.201 0.094
H -3.1788 -0.9506 -4.0033 -0.282 -0.009 -0.034 0.124
H -4.0174 -0.7437 -2.4904 -0.224 -0.435 0.166 0.118
C 4.4731 1.0191 0.1320 0.452 0.222 -0.623 -0.077
C 4.1280 2.3770 0.7305 -0.316 -0.734 -0.137 -0.206
C 3.3646 2.1582 2.0166 -0.232 0.151 0.134 -0.138
N 2.6137 3.3728 2.4626 0.686 1.273 0.955 -0.251
C 3.5772 4.4834 2.8315 -0.872 -0.230 -0.386 0.045
C 1.5937 3.8206 1.4279 0.016 0.018 -0.133 -0.113
C 0.3140 4.0545 2.1993 -1.002 -0.694 0.122 -0.135
C 0.3886 2.9253 3.2314 0.211 -0.341 -0.414 -0.144
C 1.8249 3.0304 3.7113 -0.723 -0.327 -0.008 -0.087
H 5.1124 1.1846 -0.7393 0.069 -0.125 0.049 0.083
H 3.6063 0.4663 -0.2269 -0.190 -0.053 0.318 0.071
H 5.0562 0.4293 0.8380 -0.094 -0.152 0.019 0.074
H 3.4902 2.9198 0.0367 0.136 0.157 -0.185 0.088
H 5.0653 2.9138 0.8665 -0.145 0.280 0.210 0.124
H 4.0505 1.8990 2.8239 -0.091 -0.065 0.068 0.143
H 2.5617 1.4177 1.9466 0.358 -0.337 -0.367 0.113
H 4.2813 4.0650 3.5424 0.272 0.163 -0.108 0.119
H 2.9968 5.2716 3.3031 0.057 0.074 0.016 0.111
H 4.0055 4.8734 1.9151 0.423 -0.109 0.103 0.106
H 1.9116 4.6842 0.8471 0.418 0.069 0.313 0.132
H 1.5131 2.9695 0.7524 -0.459 -0.064 0.107 0.084
H 0.1676 5.0434 2.6333 0.389 0.072 -0.014 0.125
H -0.5493 3.8527 1.5595 0.105 0.255 -0.179 0.107
H -0.3144 2.9255 4.0610 -0.053 0.293 -0.022 0.124
H 0.2516 2.0002 2.6566 0.100 -0.131 0.279 0.101
H 1.8983 3.8450 4.4267 0.270 0.015 -0.005 0.135
H 2.2002 2.1081 4.1447 0.152 0.041 0.008 0.140
C 4.0498 -0.1718 -3.7043 0.546 -0.664 -0.287 -0.083
C 3.5912 1.2123 -4.1162 0.373 0.368 -0.480 -0.226
C 2.1534 1.4465 -3.7047 0.235 -0.045 0.463 -0.113
N 1.5400 2.7261 -4.2320 0.406 -1.077 0.016 -0.283
C 1.7093 2.7719 -5.7132 0.344 1.040 0.353 0.040
C 2.0358 3.9405 -3.4947 -0.727 0.755 -1.072 -0.072
C 1.3347 3.9069 -2.1463 0.495 0.270 0.461 -0.134
C 0.0776 3.0674 -2.3752 -1.356 0.218 0.758 -0.142
C 0.1026 2.7085 -3.8560 -0.735 0.231 0.350 -0.109
H 3.9368 -0.4194 -2.6553 -0.135 0.200 0.269 0.054
H 5.0997 -0.3302 -3.9617 0.004 0.250 0.132 0.093
H 3.5429 -0.9551 -4.2756 -0.271 0.182 0.072 0.092
H 3.7521 1.2906 -5.1950 -0.390 -0.204 -0.002 0.108
H 4.2402 2.0182 -3.7518 -0.061 -0.242 0.466 0.119
H 2.0765 1.4903 -2.6153 0.015 -0.010 -0.001 0.134
H 1.5049 0.6219 -4.0037 0.048 0.066 -0.276 0.141
H 1.2427 3.6929 -6.0602 -0.414 -0.301 -0.190 0.117
H 1.3030 1.8563 -6.1251 -0.096 0.082 -0.232 0.125
H 2.7613 2.8930 -5.9538 0.018 -0.280 0.033 0.107
H 1.5851 4.7387 -4.0963 0.149 0.167 0.204 0.142
H 3.1044 4.1137 -3.5714 0.141 -0.558 0.274 0.145
H 1.1279 4.9348 -1.8431 -0.188 -0.045 -0.131 0.128
H 1.9515 3.5172 -1.3426 0.139 -0.357 -0.154 0.076
H -0.8330 3.6354 -2.1470 0.198 0.354 -0.460 0.119
H -0.0860 2.2513 -1.6637 0.949 -0.413 -0.325 0.094
H -0.4128 3.4930 -4.4103 0.205 -0.019 -0.230 0.143
H -0.3600 1.7591 -4.1110 0.178 -0.102 -0.029 0.133
C -2.8388 -1.9296 1.8373 0.651 -1.009 -0.165 -0.061
C -2.9994 -0.4435 1.6577 0.471 1.031 -0.021 -0.223
C -4.4229 0.0546 1.5276 -0.106 -0.105 0.458 -0.123
N -4.5318 1.5352 1.6681 -0.334 1.297 -0.318 -0.270
C -3.8636 2.2668 0.5509 0.932 -0.342 -0.001 0.027
C -3.9862 2.0877 2.9615 0.286 0.026 0.160 -0.097
C -4.7540 3.3654 3.2563 -0.648 0.029 0.654 -0.125
C -6.0532 3.2659 2.4477 -0.642 1.127 -0.277 -0.138
C -5.9952 1.9886 1.6350 0.089 -0.399 0.161 -0.079
H -3.2214 -2.5544 1.0233 -0.185 0.378 -0.148 0.064
H -3.2506 -2.3750 2.7438 -0.179 0.461 0.134 0.092
H -1.7694 -2.1602 1.8560 -0.036 0.066 0.070 0.080
H -2.3707 -0.0684 0.8379 -0.280 -0.377 -0.320 0.104
H -2.5367 0.1122 2.4806 -0.095 -0.483 0.345 0.111
H -5.0429 -0.3151 2.3469 0.036 -0.308 -0.115 0.145
H -4.9004 -0.1957 0.5794 0.004 -0.114 0.007 0.131
H -2.8043 2.3753 0.7831 -0.018 -0.052 -0.003 0.098
H -4.2925 3.2570 0.4490 -0.139 -0.019 -0.144 0.117
H -3.9151 1.6629 -0.3519 -0.385 0.217 -0.132 0.109
H -2.9262 2.2956 2.8490 0.073 -0.324 0.003 0.116
H -4.1215 1.3097 3.7100 -0.107 0.115 0.131 0.148
H -4.2368 4.3037 3.0671 0.327 -0.242 -0.364 0.121
H -4.9725 3.4056 4.3238 -0.017 -0.093 -0.018 0.127
H -6.2121 4.1406 1.8096 0.468 -0.120 -0.175 0.123
H -6.9481 3.3444 3.0656 0.109 -0.592 0.184 0.129
H -6.2287 2.1119 0.5821 -0.314 -0.054 0.022 0.135
H -6.6221 1.2128 2.0698 0.171 -0.164 -0.051 0.140
C 4.3203 -3.1612 -0.9295 0.634 0.120 -0.785 -0.091
C 4.6445 -2.9076 0.5295 -0.515 -0.427 0.550 -0.213
C 3.3997 -3.2544 1.3228 0.300 -1.401 -0.368 -0.187
N 3.4530 -3.1288 2.8231 -0.997 0.406 -0.455 -0.243
C 3.9206 -1.7883 3.2128 0.300 0.150 0.388 0.003
C 2.0126 -3.3656 3.2876 -0.763 -0.444 -0.100 -0.107
C 2.0603 -4.5587 4.2190 0.038 0.271 0.710 -0.142
C 3.2837 -5.3472 3.7379 -1.249 -0.356 -0.114 -0.131
C 4.2582 -4.2456 3.4170 0.995 -0.209 0.567 -0.096
H 3.4077 -2.6863 -1.2919 -0.065 0.115 0.249 0.067
H 4.2277 -4.2241 -1.1502 -0.113 -0.036 0.188 0.088
H 5.1567 -2.8027 -1.5383 -0.120 0.002 -0.054 0.079
H 4.9289 -1.8788 0.7337 0.158 0.144 -0.261 0.079
H 5.4668 -3.5692 0.8076 0.159 0.195 0.088 0.116
H 3.1459 -4.3132 1.2105 0.126 0.055 -0.403 0.080
H 2.5304 -2.7789 0.8827 -0.069 0.554 0.551 0.075
H 3.2447 -1.0649 2.7593 0.078 0.069 -0.037 0.087
H 4.9524 -1.6613 2.8918 -0.045 0.058 -0.158 0.104
H 3.9189 -1.6868 4.2981 -0.231 -0.107 -0.011 0.115
H 1.5718 -2.4459 3.6579 0.275 0.099 0.211 0.120
H 1.4071 -3.6560 2.4260 0.295 0.090 -0.209 0.059
H 2.1796 -4.2443 5.2623 0.252 -0.003 -0.080 0.120
H 1.1355 -5.1320 4.2143 0.012 -0.019 -0.335 0.126
H 3.5448 -6.0734 4.5032 0.672 0.196 -0.029 0.129
H 3.0124 -5.9325 2.8545 0.078 0.149 -0.075 0.124
H 4.7272 -3.8827 4.3344 -0.155 0.165 -0.015 0.141
H 5.0748 -4.5100 2.7491 -0.144 -0.023 -0.155 0.133
Br 0.6215 -5.0053 -0.0526 -0.149 0.590 0.112 -0.384
```
Positions in Å, forces in eV/Å.

The LUMO energy comes out at -6.11 eV. As for the energy relative to the best compared isomer or geometry (same formula, charge and spin): 29.8 kcal per mole. For the HOMO energy, the calculation gives -12.4 eV. Its total charge is +3. The spin multiplicity is 1. As for the HOMO-LUMO gap: 6.336 eV.